Below is C5H12N2O in the gas phase at a distorted geometry, with properties calculated with the ωB97M-V functional and the def2-TZVPD basis.

```
20
Properties=species:S:1:pos:R:3:nbo_charge:R:1
C -0.6242 1.7963 0.3157 -0.6316
C -0.4492 0.8478 1.5070 -0.0477
C -0.0727 -0.5713 1.0924 -0.3968
C 1.0512 -0.7120 0.0599 -0.5177
C 0.6083 -0.7804 -1.3859 0.6817
N 1.6504 -0.8898 -2.2691 -0.8405
O -0.5409 -0.7314 -1.7661 -0.6078
N -1.6347 0.7882 2.3651 -0.8475
H -1.6609 2.1281 0.2352 0.2078
H -0.0621 2.7189 0.4862 0.2048
H -0.3249 1.4218 -0.6347 0.2205
H 0.3683 1.2100 2.1220 0.1759
H -0.9572 -1.0821 0.7051 0.2269
H 0.2845 -1.1461 1.9493 0.2071
H 1.5792 -1.6546 0.2494 0.2272
H 1.8404 0.0339 0.1710 0.2236
H 2.5741 -1.2107 -2.0342 0.3879
H 1.5239 -0.8397 -3.2682 0.3985
H -2.4873 0.9514 1.8569 0.3624
H -1.5109 1.3667 3.1789 0.3654
```

The SMILES is C[C@@H](N)CCC(N)=O. The HOMO-LUMO gap comes out at 9.862 eV. The calculation puts the HOMO energy at -8.967 eV. Its charge is 0. The calculation puts the energy relative to the best compared isomer or geometry (same formula, charge and spin) at 70.30 kJ/mol.

---

Below is 2 unconnected molecules or ions with the total composition C5H12N2O at a distorted geometry, with properties calculated with the ωB97M-V functional and the def2-TZVPD basis.

```
20
Properties=species:S:1:pos:R:3:nbo_charge:R:1
C 1.8283 -1.7276 -0.5966 -0.4796
N 1.5505 -0.6872 2.0676 -0.7282
C 0.5982 -0.6453 1.1374 0.3075
N 0.6168 -1.2608 -0.0062 -0.3294
H 1.6595 -1.9810 -1.6329 0.2404
H 2.1553 -2.6363 -0.0804 0.2415
H 2.6329 -0.9891 -0.5264 0.2008
H 2.4766 -0.9689 1.7809 0.4098
H 1.5104 -0.0400 2.8396 0.4214
H -0.2749 -0.0808 1.4191 0.2043
C -0.2001 1.9296 -0.0658 -0.3170
C -1.1580 1.1293 -0.6137 0.4353
O -2.0326 0.5684 0.2264 -0.6307
C -1.3759 0.9234 -2.0685 -0.7102
H 0.4408 2.5163 -0.7041 0.2322
H -0.1177 2.0152 1.0032 0.2150
H -2.2997 -0.3101 -0.0860 0.5130
H -0.9408 1.7381 -2.6477 0.2561
H -0.9037 -0.0021 -2.3976 0.2627
H -2.4325 0.8595 -2.2942 0.2551
```

The HOMO-LUMO gap (alpha / beta) comes out at 11.261 / 5.187 eV. The calculation puts the HOMO energy (alpha / beta) at -14.126 / -12.865 eV. Its spin multiplicity is 2. Its charge is +1. The calculation puts the energy relative to the best compared isomer or geometry (same formula, charge and spin) at 122.56 kJ/mol.

---

Below is a molecular structure, C5H12N2O at a distorted geometry, with properties calculated with the ωB97M-V functional and the def2-TZVPD basis.

```
20
Properties=species:S:1:pos:R:3:nbo_charge:R:1
O 0.0162 -0.8504 -3.1284 -0.3492
C -0.6282 -0.1367 -2.3513 0.4327
C 0.0643 0.5946 -1.1597 -0.1535
C -0.5960 0.0307 0.1445 -0.4192
C 0.1492 0.4573 1.4088 -0.2572
C -0.7666 0.1066 3.6167 0.1711
N -0.0693 -0.3149 2.6380 -0.3885
N 1.4937 0.1680 -1.0714 -0.8048
H -1.5315 0.3481 -2.7507 0.2456
H -0.0444 1.6756 -1.2446 0.2904
H -1.5853 0.4939 0.1837 0.2455
H -0.7978 -1.0415 0.0558 0.2197
H -0.2005 1.4670 1.6399 0.2332
H 1.2146 0.6084 1.2386 0.2806
H -1.0370 -0.5992 4.3953 0.2546
H -1.1537 1.1192 3.6208 0.2385
H 0.4356 -1.1852 2.7581 0.4531
H 2.0709 0.8001 -1.6319 0.4049
H -0.2656 -1.4223 -2.1659 0.5442
H 1.5459 -0.6830 -1.6245 0.3584
```

The HOMO-LUMO gap comes out at 7.907 eV. The calculation puts the HOMO energy at -18.460 eV. Its charge is +2. The calculation puts the energy relative to the best compared isomer or geometry (same formula, charge and spin) at 442.70 kJ/mol.

---

Below is 2 unconnected molecules or ions with the total composition C5H12N2O at a distorted geometry, with properties calculated with the ωB97M-V functional and the def2-TZVPD basis.

```
20
Properties=species:S:1:pos:R:3:nbo_charge:R:1
C -0.2245 0.6976 -0.4935 0.1759
C 1.3494 0.2978 -2.3738 -0.6359
C -1.4765 -0.5655 2.1142 -0.4124
C -0.1102 0.2420 -1.9472 -0.4689
C 0.8359 -0.2830 1.1029 -0.0138
N -0.6516 1.7526 -0.0883 0.3128
N -0.1155 -1.1143 1.6490 -0.5830
O -1.1855 2.7532 0.1317 -0.0026
H 2.0631 -0.1829 -1.7770 0.2159
H 1.4674 -0.3178 -3.2917 0.2821
H 1.7761 1.3273 -2.5148 0.2578
H -1.8811 -1.3060 2.8232 0.2808
H -1.1939 0.4284 2.6522 0.2463
H -2.2048 -0.3454 1.4695 0.2492
H -0.7280 -0.6119 -2.1509 0.2792
H -0.5868 0.9469 -2.6489 0.2915
H 1.2222 0.7411 1.5080 0.3020
H 1.6325 -0.8043 0.6521 0.2568
H 0.3524 -1.7788 2.2725 0.4920
H -0.3405 -1.8770 0.9107 0.4745
```

The HOMO-LUMO gap comes out at 8.287 eV. The calculation puts the HOMO energy at -19.749 eV. Its charge is +2. The calculation puts the energy relative to the best compared isomer or geometry (same formula, charge and spin) at 696.01 kJ/mol.

---

Below is a gas-phase ion, C5H12N2O (charge +2) at a distorted geometry, with properties calculated with the ωB97M-V functional and the def2-TZVPD basis.

```
20
Properties=species:S:1:pos:R:3:nbo_charge:R:1
O 0.7447 2.1719 -0.8896 -0.4301
C 1.0004 1.2786 -1.6338 0.4058
C 1.0086 -0.1851 -1.0126 -0.1557
C -0.2982 -0.3871 -0.2350 -0.4451
C -0.2647 0.3773 1.1027 -0.2691
C -1.7840 0.1988 3.0365 0.1730
N -1.5524 0.2197 1.7887 -0.3915
N 1.1982 -1.1981 -2.1209 -0.6594
H 1.6352 1.4551 -2.5215 0.1676
H 1.8746 -0.1120 -0.3546 0.2685
H -1.2126 -0.1749 -0.8048 0.2402
H -0.4830 -1.4634 -0.0912 0.2377
H -0.0260 1.4091 0.8352 0.2923
H 0.5909 0.1150 1.7252 0.2481
H -2.7410 -0.1315 3.4233 0.2537
H -1.0470 0.5027 3.7733 0.2447
H -2.3132 0.0674 1.1311 0.4422
H 2.0772 -1.0063 -2.6099 0.4660
H 0.4481 -0.9829 -2.7488 0.4472
H 1.1442 -2.1542 -1.7933 0.4640
```

The SMILES is C=[NH+]CC[C@@H]([NH3+])C=O. The HOMO-LUMO gap comes out at 9.850 eV. The calculation puts the HOMO energy at -18.045 eV. Its charge is +2. The calculation puts the energy relative to the best compared isomer or geometry (same formula, charge and spin) at 73.21 kJ/mol.

---

Below is a gas-phase ion, C5H12N2O (charge +3) at a distorted geometry, with properties calculated with the ωB97M-V functional and the def2-TZVPD basis.

```
20
Properties=species:S:1:pos:R:3:nbo_charge:R:1
O -0.8451 -1.7208 -1.0751 -0.1264
C -1.3483 -0.6407 -1.0537 0.4647
C -0.2808 0.8117 -1.0209 0.0114
C 0.2882 0.8136 0.4366 -0.5420
C 0.7941 -0.4602 0.9998 0.1023
C 1.5019 -1.3904 0.2660 -0.2313
N 0.8340 -0.2658 2.5273 -0.6956
N -0.9397 2.1407 -1.4645 -0.7072
H -2.3069 -0.2183 -0.5353 0.3234
H 0.2314 0.4911 -1.9246 0.2958
H 1.1103 1.5655 0.6024 0.3463
H -0.4989 1.2270 1.0807 0.2568
H 1.4576 -1.8679 -0.7018 0.2979
H 2.1804 -2.0693 0.8656 0.2837
H 0.1888 0.4265 2.6987 0.4375
H 1.7783 0.0875 2.8213 0.4863
H 0.6860 -1.1917 3.0761 0.5137
H -1.8612 2.0884 -1.3001 0.4407
H -0.7767 2.2891 -2.5076 0.5083
H -0.4188 3.0089 -0.7810 0.5336
```

The HOMO-LUMO gap (alpha / beta) comes out at 9.278 / 5.375 eV. The calculation puts the HOMO energy (alpha / beta) at -23.191 / -22.831 eV. Its spin multiplicity is 2. Its charge is +3. The calculation puts the energy relative to the best compared isomer or geometry (same formula, charge and spin) at 322.99 kJ/mol.

---

Q: Which value of energy relative to the best compared isomer or geometry (same formula, charge and spin) does entry 6 give?
A: 322.99 kJ/mol

---

Repeat the third record exactly.
Below is a molecular structure, C5H12N2O at a distorted geometry, with properties calculated with the ωB97M-V functional and the def2-TZVPD basis.

```
20
Properties=species:S:1:pos:R:3:nbo_charge:R:1
O 0.0162 -0.8504 -3.1284 -0.3492
C -0.6282 -0.1367 -2.3513 0.4327
C 0.0643 0.5946 -1.1597 -0.1535
C -0.5960 0.0307 0.1445 -0.4192
C 0.1492 0.4573 1.4088 -0.2572
C -0.7666 0.1066 3.6167 0.1711
N -0.0693 -0.3149 2.6380 -0.3885
N 1.4937 0.1680 -1.0714 -0.8048
H -1.5315 0.3481 -2.7507 0.2456
H -0.0444 1.6756 -1.2446 0.2904
H -1.5853 0.4939 0.1837 0.2455
H -0.7978 -1.0415 0.0558 0.2197
H -0.2005 1.4670 1.6399 0.2332
H 1.2146 0.6084 1.2386 0.2806
H -1.0370 -0.5992 4.3953 0.2546
H -1.1537 1.1192 3.6208 0.2385
H 0.4356 -1.1852 2.7581 0.4531
H 2.0709 0.8001 -1.6319 0.4049
H -0.2656 -1.4223 -2.1659 0.5442
H 1.5459 -0.6830 -1.6245 0.3584
```

The HOMO-LUMO gap comes out at 7.907 eV. The calculation puts the HOMO energy at -18.460 eV. Its charge is +2. The calculation puts the energy relative to the best compared isomer or geometry (same formula, charge and spin) at 442.70 kJ/mol.

---

Q: Which formula does entry 5 have?
A: C5H12N2O